A molecular structure, C60H46ClF2GeN2P3SeTe2Ti at a distorted geometry, computed with ωB97M-V/def2-TZVPD.

Energy relative to the best compared isomer or geometry (same formula, charge and spin) ... 0.0 kJ/mol
Energy ... -9971.566006 Ha
Net charge ... -2
HOMO-LUMO gap ... 5.29 eV
F_max ... 2.2 eV/A

Atoms and positions in Å:
Ti: 0.785 0.114 -0.583
F: -3.139 -1.700 -1.115
Ge: -1.613 -0.911 -0.290
C: -1.153 -3.025 0.033
C: -2.157 -4.000 0.082
C: -1.879 -5.334 0.331
C: -0.566 -5.749 0.532
C: 0.452 -4.819 0.459
C: 0.156 -3.476 0.191
P: 1.541 -2.278 0.113
C: 2.066 -2.437 1.860
C: 3.346 -2.740 2.308
C: 3.634 -2.726 3.666
C: 2.648 -2.421 4.589
C: 1.362 -2.130 4.152
C: 1.075 -2.134 2.799
C: 2.806 -3.130 -0.892
C: 4.125 -2.670 -0.889
C: 5.047 -3.158 -1.800
C: 4.660 -4.090 -2.752
C: 3.344 -4.527 -2.789
C: 2.423 -4.045 -1.872
C: -2.717 0.802 -1.042
C: -4.034 1.126 -0.730
C: -4.716 2.118 -1.421
C: -4.085 2.819 -2.440
C: -2.793 2.478 -2.814
C: -2.137 1.458 -2.134
P: -0.560 0.673 -2.577
C: -1.319 -0.823 -3.395
C: -0.860 -2.112 -3.147
C: -1.473 -3.214 -3.722
C: -2.563 -3.042 -4.559
C: -3.024 -1.760 -4.826
C: -2.408 -0.662 -4.251
C: 0.039 1.480 -4.118
C: 0.479 0.685 -5.179
C: 0.965 1.260 -6.340
C: 1.028 2.642 -6.461
C: 0.631 3.440 -5.402
C: 0.155 2.863 -4.233
C: -2.408 -0.602 1.546
C: -3.084 -1.606 2.239
C: -3.691 -1.368 3.461
C: -3.609 -0.109 4.039
C: -2.924 0.901 3.385
C: -2.344 0.673 2.134
P: -1.378 1.985 1.258
C: -2.594 3.389 1.106
C: -2.236 4.476 0.308
C: -3.105 5.535 0.086
C: -4.361 5.536 0.669
C: -4.731 4.468 1.473
C: -3.866 3.404 1.678
C: -0.494 2.605 2.776
C: -0.407 3.955 3.107
C: 0.238 4.368 4.265
C: 0.819 3.439 5.112
C: 0.755 2.091 4.787
C: 0.108 1.680 3.634
H: -3.178 -3.692 -0.108
H: -2.686 -6.059 0.372
H: -0.342 -6.791 0.733
H: 1.481 -5.130 0.603
H: 4.127 -2.992 1.604
H: 4.642 -2.941 4.002
H: 2.882 -2.407 5.647
H: 0.580 -1.890 4.863
H: 0.074 -1.894 2.457
H: 4.429 -1.905 -0.185
H: 6.062 -2.781 -1.782
H: 5.374 -4.450 -3.482
H: 3.025 -5.229 -3.550
H: 1.394 -4.377 -1.924
H: -4.537 0.575 0.060
H: -5.739 2.363 -1.157
H: -4.607 3.615 -2.960
H: -2.324 2.985 -3.648
H: -0.011 -2.269 -2.498
H: -1.105 -4.210 -3.505
H: -3.057 -3.904 -4.991
H: -3.876 -1.616 -5.481
H: -2.783 0.333 -4.456
H: 0.450 -0.391 -5.090
H: 1.307 0.627 -7.150
H: 1.418 3.088 -7.369
H: 0.713 4.517 -5.467
H: -0.099 3.494 -3.392
H: -3.137 -2.593 1.798
H: -4.230 -2.161 3.969
H: -4.072 0.082 5.001
H: -2.836 1.872 3.856
H: -1.257 4.500 -0.154
H: -2.798 6.352 -0.556
H: -5.051 6.353 0.488
H: -5.712 4.456 1.936
H: -4.201 2.574 2.282
H: -0.862 4.696 2.463
H: 0.287 5.424 4.505
H: 1.320 3.762 6.017
H: 1.208 1.350 5.436
H: 0.058 0.624 3.406
Te: 3.196 3.555 -2.118
Te: 1.032 2.736 -0.692
Cl: 1.966 -0.577 -2.563
F: 0.637 0.228 1.198
Se: 4.163 0.780 -1.323
N: 3.088 0.451 0.040
C: 3.826 0.635 1.178
C: 3.333 0.603 2.487
C: 4.205 0.751 3.545
C: 5.577 0.935 3.327
C: 6.086 1.008 2.048
C: 5.219 0.880 0.951
N: 5.601 0.949 -0.349
H: 2.275 0.478 2.666
H: 3.818 0.736 4.557
H: 6.246 1.040 4.175
H: 7.140 1.186 1.874

Results of the Löwdin charge analysis, in e, for atoms 1 through 99: number 1, Ti, carries -0.043; number 2, F, carries -0.357; number 3, Ge, carries 0.832; number 4, C, carries -0.237; number 5, C, carries -0.132; number 6, C, carries -0.101; number 7, C, carries -0.109; number 8, C, carries -0.119; number 9, C, carries -0.397; number 10, P, carries 1.055; number 11, C, carries -0.319; number 12, C, carries -0.077; number 13, C, carries -0.095; number 14, C, carries -0.105; number 15, C, carries -0.081; number 16, C, carries -0.095; number 17, C, carries -0.371; number 18, C, carries -0.140; number 19, C, carries -0.081; number 20, C, carries -0.099; number 21, C, carries -0.087; number 22, C, carries -0.104; number 23, C, carries -0.308; number 24, C, carries -0.116; number 25, C, carries -0.102; number 26, C, carries -0.106; number 27, C, carries -0.101; number 28, C, carries -0.415; number 29, P, carries 0.803; number 30, C, carries -0.365; number 31, C, carries -0.147; number 32, C, carries -0.078; number 33, C, carries -0.100; number 34, C, carries -0.086; number 35, C, carries -0.074; number 36, C, carries -0.353; number 37, C, carries -0.117; number 38, C, carries -0.091; number 39, C, carries -0.105; number 40, C, carries -0.102; number 41, C, carries -0.173; number 42, C, carries -0.263; number 43, C, carries -0.094; number 44, C, carries -0.099; number 45, C, carries -0.103; number 46, C, carries -0.126; number 47, C, carries -0.369; number 48, P, carries 1.017; number 49, C, carries -0.335; number 50, C, carries -0.123; number 51, C, carries -0.092; number 52, C, carries -0.112; number 53, C, carries -0.101; number 54, C, carries -0.090; number 55, C, carries -0.335; number 56, C, carries -0.082; number 57, C, carries -0.097; number 58, C, carries -0.109; number 59, C, carries -0.091; number 60, C, carries -0.111; number 61, H, carries 0.086; number 62, H, carries 0.089; number 63, H, carries 0.088; number 64, H, carries 0.105; number 65, H, carries 0.090; number 66, H, carries 0.099; number 67, H, carries 0.093; number 68, H, carries 0.103; number 69, H, carries 0.096; number 70, H, carries 0.078; number 71, H, carries 0.105; number 72, H, carries 0.093; number 73, H, carries 0.097; number 74, H, carries 0.096; number 75, H, carries 0.105; number 76, H, carries 0.093; number 77, H, carries 0.090; number 78, H, carries 0.089; number 79, H, carries 0.035; number 80, H, carries 0.100; number 81, H, carries 0.090; number 82, H, carries 0.093; number 83, H, carries 0.108; number 84, H, carries 0.089; number 85, H, carries 0.094; number 86, H, carries 0.090; number 87, H, carries 0.099; number 88, H, carries 0.050; number 89, H, carries 0.075; number 90, H, carries 0.090; number 91, H, carries 0.090; number 92, H, carries 0.106; number 93, H, carries 0.035; number 94, H, carries 0.098; number 95, H, carries 0.089; number 96, H, carries 0.093; number 97, H, carries 0.085; number 98, H, carries 0.092; number 99, H, carries 0.092



A molecular structure, C60H46FGeN3O2P3S2V at a distorted geometry, computed with ωB97M-V/def2-TZVPD.

Energy ... -7570.007154 Ha
2S+1 ... 3
HOMO-LUMO gap (spin up / spin down) ... 7.35 / 7.83 eV
F_max ... 3.2 eV/A

Atoms and positions in Å:
V: -0.503 2.498 -0.780
F: -0.700 -2.735 3.331
Ge: 0.041 -2.068 1.793
C: 0.728 -0.430 2.841
C: 1.333 -1.069 3.928
C: 2.107 -0.414 4.859
C: 2.310 0.939 4.728
C: 1.704 1.613 3.692
C: 0.895 0.982 2.730
P: 0.152 2.206 1.539
C: 1.057 3.710 2.071
C: 0.604 4.533 3.098
C: 1.384 5.598 3.526
C: 2.615 5.844 2.941
C: 3.061 5.041 1.902
C: 2.282 3.985 1.466
C: -1.473 2.508 2.316
C: -2.210 3.591 1.834
C: -3.459 3.874 2.354
C: -3.979 3.084 3.368
C: -3.231 2.037 3.883
C: -1.982 1.743 3.361
C: 1.818 -3.020 1.715
C: 2.289 -3.922 2.668
C: 3.562 -4.457 2.578
C: 4.403 -4.091 1.545
C: 3.963 -3.204 0.583
C: 2.672 -2.680 0.651
P: 2.041 -1.547 -0.616
C: 1.992 -2.645 -2.087
C: 1.578 -2.070 -3.286
C: 1.641 -2.778 -4.474
C: 2.046 -4.102 -4.462
C: 2.401 -4.705 -3.264
C: 2.383 -3.982 -2.081
C: 3.631 -0.671 -0.880
C: 3.970 0.295 0.063
C: 5.176 0.973 -0.033
C: 6.053 0.681 -1.065
C: 5.733 -0.302 -1.989
C: 4.521 -0.968 -1.907
C: -1.176 -3.284 0.722
C: -1.058 -4.564 1.264
C: -1.809 -5.615 0.779
C: -2.720 -5.387 -0.241
C: -2.834 -4.126 -0.786
C: -2.036 -3.066 -0.343
P: -2.221 -1.388 -1.051
C: -2.671 -1.808 -2.785
C: -2.125 -2.923 -3.417
C: -2.453 -3.223 -4.730
C: -3.284 -2.384 -5.453
C: -3.820 -1.261 -4.843
C: -3.530 -0.984 -3.516
C: -3.890 -1.191 -0.292
C: -5.092 -1.557 -0.888
C: -6.273 -1.491 -0.165
C: -6.264 -1.089 1.160
C: -5.064 -0.760 1.770
C: -3.886 -0.809 1.046
H: 1.185 -2.132 4.049
H: 2.561 -0.969 5.669
H: 2.926 1.483 5.431
H: 1.857 2.677 3.631
H: -0.348 4.343 3.574
H: 1.028 6.226 4.332
H: 3.226 6.664 3.290
H: 4.014 5.237 1.431
H: 2.625 3.365 0.647
H: -1.786 4.235 1.070
H: -4.029 4.707 1.966
H: -4.966 3.289 3.759
H: -3.620 1.446 4.701
H: -1.415 0.911 3.759
H: 1.647 -4.211 3.492
H: 3.908 -5.154 3.330
H: 5.404 -4.499 1.487
H: 4.626 -2.914 -0.223
H: 1.208 -1.055 -3.290
H: 1.368 -2.292 -5.401
H: 2.093 -4.658 -5.389
H: 2.718 -5.739 -3.254
H: 2.693 -4.453 -1.160
H: 3.290 0.503 0.884
H: 5.431 1.728 0.701
H: 6.986 1.220 -1.156
H: 6.422 -0.543 -2.786
H: 4.263 -1.711 -2.649
H: -0.384 -4.729 2.093
H: -1.699 -6.601 1.209
H: -3.340 -6.193 -0.609
H: -3.560 -3.953 -1.569
H: -1.442 -3.564 -2.879
H: -2.058 -4.121 -5.187
H: -3.515 -2.604 -6.486
H: -4.474 -0.603 -5.399
H: -4.004 -0.137 -3.043
H: -5.128 -1.893 -1.914
H: -7.205 -1.772 -0.639
H: -7.189 -1.040 1.719
H: -5.043 -0.477 2.813
H: -2.943 -0.563 1.522
S: 0.970 2.660 -2.523
C: 1.425 4.186 -1.849
S: 0.223 4.718 -0.730
C: 2.592 4.840 -2.139
C: 3.006 5.990 -1.418
N: 3.392 6.886 -0.807
C: 3.475 4.368 -3.144
N: 4.195 4.018 -3.970
N: -2.161 4.357 -3.336
C: -3.086 4.501 -2.237
C: -3.141 3.359 -1.200
O: -4.063 3.259 -0.430
O: -2.133 2.517 -1.238
H: -1.200 4.403 -3.022
H: -2.298 3.487 -3.836
H: -4.098 4.618 -2.630
H: -2.828 5.411 -1.688

Results of the Löwdin charge analysis, in e, for atoms 1 through 99: number 1, V, carries 0.338; number 2, F, carries -0.327; number 3, Ge, carries 0.998; number 4, C, carries -0.214; number 5, C, carries -0.135; number 6, C, carries -0.052; number 7, C, carries -0.057; number 8, C, carries -0.088; number 9, C, carries -0.325; number 10, P, carries 1.060; number 11, C, carries -0.452; number 12, C, carries -0.088; number 13, C, carries -0.059; number 14, C, carries -0.059; number 15, C, carries -0.073; number 16, C, carries -0.148; number 17, C, carries -0.363; number 18, C, carries -0.127; number 19, C, carries -0.063; number 20, C, carries -0.059; number 21, C, carries -0.073; number 22, C, carries -0.074; number 23, C, carries -0.274; number 24, C, carries -0.111; number 25, C, carries -0.075; number 26, C, carries -0.072; number 27, C, carries -0.092; number 28, C, carries -0.406; number 29, P, carries 1.086; number 30, C, carries -0.380; number 31, C, carries -0.119; number 32, C, carries -0.083; number 33, C, carries -0.086; number 34, C, carries -0.076; number 35, C, carries -0.077; number 36, C, carries -0.379; number 37, C, carries -0.103; number 38, C, carries -0.078; number 39, C, carries -0.079; number 40, C, carries -0.070; number 41, C, carries -0.090; number 42, C, carries -0.257; number 43, C, carries -0.111; number 44, C, carries -0.064; number 45, C, carries -0.064; number 46, C, carries -0.097; number 47, C, carries -0.399; number 48, P, carries 1.100; number 49, C, carries -0.387; number 50, C, carries -0.113; number 51, C, carries -0.077; number 52, C, carries -0.086; number 53, C, carries -0.081; number 54, C, carries -0.117; number 55, C, carries -0.362; number 56, C, carries -0.093; number 57, C, carries -0.076; number 58, C, carries -0.083; number 59, C, carries -0.074; number 60, C, carries -0.102; number 61, H, carries 0.069; number 62, H, carries 0.114; number 63, H, carries 0.112; number 64, H, carries 0.080; number 65, H, carries 0.112; number 66, H, carries 0.108; number 67, H, carries 0.109; number 68, H, carries 0.104; number 69, H, carries 0.102; number 70, H, carries 0.077; number 71, H, carries 0.116; number 72, H, carries 0.109; number 73, H, carries 0.108; number 74, H, carries 0.101; number 75, H, carries 0.104; number 76, H, carries 0.106; number 77, H, carries 0.107; number 78, H, carries 0.107; number 79, H, carries 0.101; number 80, H, carries 0.108; number 81, H, carries 0.103; number 82, H, carries 0.104; number 83, H, carries 0.097; number 84, H, carries 0.089; number 85, H, carries 0.103; number 86, H, carries 0.104; number 87, H, carries 0.106; number 88, H, carries 0.104; number 89, H, carries 0.087; number 90, H, carries 0.107; number 91, H, carries 0.108; number 92, H, carries 0.106; number 93, H, carries 0.102; number 94, H, carries 0.105; number 95, H, carries 0.102; number 96, H, carries 0.105; number 97, H, carries 0.105; number 98, H, carries 0.095; number 99, H, carries 0.104



energy of number 1 (C60H46ClF2GeN2P3SeTe2Ti)? -9971.566006 Ha



energy of number 1 (C60H46ClF2GeN2P3SeTe2Ti)? -9971.566006 Ha